(1)
DFT (the ωB97M-V functional and the def2-TZVPD basis) results for a molecular structure, C28H55N10Sn.

CARTESIAN COORDINATES (ANGSTROEM)
Sn: -0.38 -0.26 0.01
N: -1.68 -1.13 -2.01
C: -2.86 -1.93 -1.64
C: -3.85 -1.19 -0.73
N: -3.33 -0.74 0.57
C: -3.56 -1.70 1.66
C: -3.11 -3.15 1.46
N: -1.69 -3.26 1.13
C: -4.01 0.54 0.91
C: -3.59 1.21 2.22
N: -2.14 1.44 2.30
H: -1.96 -0.28 -2.50
H: -1.10 -1.67 -2.65
H: -2.50 -2.83 -1.16
H: -3.43 -2.21 -2.54
H: -4.72 -1.84 -0.57
H: -4.18 -0.31 -1.27
H: -4.64 -1.73 1.89
H: -3.04 -1.31 2.54
H: -3.69 -3.61 0.65
H: -3.37 -3.68 2.38
H: -1.45 -4.24 0.97
H: -1.12 -2.94 1.90
H: -5.10 0.38 0.96
H: -3.79 1.23 0.10
H: -3.90 0.60 3.07
H: -4.15 2.15 2.28
H: -1.86 1.60 3.26
H: -1.90 2.28 1.77
C: 2.66 1.30 4.59
N: 2.03 1.02 3.31
C: 2.25 2.05 2.31
C: 1.72 -0.27 2.95
N: 1.94 -0.81 1.79
C: 3.09 -0.52 1.06
C: 4.34 -0.54 1.69
C: 5.53 -0.32 1.02
C: 5.49 -0.04 -0.34
C: 4.26 -0.03 -0.99
C: 3.06 -0.32 -0.34
N: 1.87 -0.32 -1.12
C: 1.97 -0.96 -2.28
N: 1.36 -0.48 -3.39
C: 0.99 -1.32 -4.51
C: 1.08 0.93 -3.56
N: 2.60 -2.17 -2.42
C: 2.78 -3.04 -1.26
C: 3.59 -2.37 -3.47
N: 1.01 -1.00 3.88
C: 1.31 -2.41 4.07
C: 0.19 -0.40 4.91
H: 3.73 1.51 4.44
H: 2.57 0.46 5.27
H: 2.21 2.18 5.05
H: 3.31 2.19 2.08
H: 1.85 2.99 2.69
H: 1.73 1.79 1.39
H: 4.37 -0.78 2.75
H: 6.47 -0.37 1.54
H: 6.39 0.18 -0.89
H: 4.22 0.22 -2.04
H: 1.01 -2.37 -4.22
H: 1.66 -1.18 -5.37
H: -0.02 -1.06 -4.84
H: 1.39 1.48 -2.68
H: 0.01 1.10 -3.70
H: 1.61 1.31 -4.44
H: 1.97 -2.86 -0.55
H: 3.73 -2.87 -0.75
H: 2.74 -4.07 -1.60
H: 3.61 -1.51 -4.14
H: 3.39 -3.27 -4.04
H: 4.59 -2.46 -3.02
H: 1.87 -2.76 3.21
H: 0.39 -2.99 4.17
H: 1.90 -2.56 4.97
H: 0.08 0.67 4.74
H: 0.61 -0.56 5.91
H: -0.80 -0.86 4.90
C: -3.79 3.40 -2.20
C: -2.27 3.65 -2.28
C: -1.94 4.99 -1.61
C: -1.83 3.70 -3.75
C: -1.58 2.55 -1.59
C: -1.02 1.63 -1.04
H: -4.33 4.21 -2.71
H: -4.13 3.37 -1.17
H: -4.05 2.46 -2.68
H: -2.46 5.80 -2.12
H: -0.87 5.19 -1.66
H: -2.24 5.00 -0.56
H: -2.34 4.50 -4.27
H: -2.05 2.76 -4.25
H: -0.75 3.88 -3.81

- Highest occupied orbital energy: -0.3613 hartree
- Total charge: +1
- Multiplicity: 1
- Orbital gap: 8.1 eV
- Energy above the lowest of the compared OMol25 structures with the same formula, charge and spin: 0.0 kcal per mole
- Energy: -1861.51869 Eh

---

(2)
DFT (the ωB97M-V functional and the def2-TZVPD basis) results for a molecular structure, C24H37BrN4O2PbSi at a distorted geometry.

CARTESIAN COORDINATES (ANGSTROEM)
Pb: 0.28 0.02 0.23
C: 3.20 4.56 -1.84
N: 3.72 3.38 -1.09
C: 3.67 3.61 0.39
C: 3.00 2.12 -1.53
C: 3.49 0.91 -0.79
C: 4.86 0.63 -0.81
C: 5.40 -0.43 -0.10
C: 4.57 -1.25 0.65
C: 3.19 -1.03 0.64
C: 2.68 0.04 -0.07
H: 3.74 5.46 -1.52
H: 2.15 4.68 -1.62
H: 3.35 4.42 -2.90
H: 4.70 3.26 -1.34
H: 2.64 3.54 0.73
H: 4.07 4.60 0.61
H: 4.27 2.86 0.90
H: 3.20 2.03 -2.60
H: 1.94 2.27 -1.38
H: 5.53 1.26 -1.40
H: 6.46 -0.62 -0.12
H: 4.97 -2.08 1.21
H: 2.55 -1.71 1.19
C: -4.61 -0.31 -3.13
C: -4.41 -0.44 -1.62
C: -5.49 0.35 -0.87
C: -4.41 -1.91 -1.21
N: -3.11 0.18 -1.32
N: -2.54 0.11 -0.14
H: -5.58 -0.73 -3.41
H: -3.83 -0.84 -3.68
H: -4.61 0.74 -3.44
H: -6.47 -0.05 -1.13
H: -5.46 1.41 -1.14
H: -5.37 0.27 0.22
H: -5.32 -2.38 -1.56
H: -4.38 -2.05 -0.12
H: -3.56 -2.44 -1.66
H: -2.87 1.07 -1.77
H: -2.95 -0.61 0.45
H: -2.46 1.03 0.31
C: -0.54 -1.84 5.98
Si: -0.12 -0.08 5.51
C: -1.46 1.14 5.97
C: 1.55 0.45 6.14
C: -0.06 -0.10 3.62
C: 0.03 -0.09 2.41
H: -0.59 -1.93 7.07
H: 0.22 -2.54 5.63
H: -1.51 -2.14 5.57
H: -1.55 1.16 7.06
H: -2.43 0.85 5.57
H: -1.23 2.15 5.64
H: 1.55 0.43 7.24
H: 1.80 1.47 5.83
H: 2.35 -0.22 5.80
Br: -0.03 7.20 2.79
C: -0.48 6.36 1.16
C: -0.79 7.13 0.04
N: -1.10 6.58 -1.13
C: -1.13 5.25 -1.23
C: -0.82 4.42 -0.16
C: -0.49 4.99 1.06
C: -0.82 2.93 -0.32
O: -1.70 2.36 -0.99
O: 0.15 2.32 0.27
H: -0.79 8.21 0.09
H: -1.41 4.85 -2.20
H: -0.25 4.36 1.91

- Highest occupied orbital energy (alpha / beta): -0.5065 / -0.5065 hartree
- Total charge: +2
- Multiplicity: 1
- Orbital gap (alpha / beta): 6.1 / 5.7 eV
- Energy above the lowest of the compared OMol25 structures with the same formula, charge and spin: 30.0 kcal per mole
- Energy: -4361.92359 Eh

---

(3)
DFT (the ωB97M-V functional and the def2-TZVPD basis) results for 10 unconnected molecules or ions with the total composition C40H57N10OP.

CARTESIAN COORDINATES (ANGSTROEM)
C: -0.25 -3.75 -1.70
N: 0.22 -2.50 -1.15
C: 1.18 -1.81 -2.04
C: -0.83 -1.60 -0.76
O: -0.66 -0.87 0.18
C: -2.08 -1.57 -1.56
P: -3.47 -2.89 -1.12
H: 0.61 -4.40 -1.89
H: -0.87 -4.28 -0.97
H: -0.81 -3.65 -2.65
H: 0.95 -0.74 -2.08
H: 1.12 -2.20 -3.06
H: 2.18 -1.92 -1.64
H: -2.55 -0.61 -1.35
H: -1.87 -1.63 -2.64
H: -3.07 -3.74 -2.17
H: -2.93 -3.04 0.18
H: -4.45 -1.91 -1.39
H: -4.54 -3.83 -0.78
C: -1.40 2.21 -0.37
C: -1.05 2.03 -1.74
C: -1.14 3.25 -2.35
N: -1.54 4.16 -1.41
C: -1.71 3.53 -0.21
H: -1.43 1.44 0.38
H: -0.75 1.11 -2.21
H: -0.97 3.54 -3.37
H: -1.69 5.14 -1.59
H: -2.03 4.07 0.67
C: -8.92 -0.21 -0.62
C: -9.05 -1.63 -0.71
C: -7.90 -2.18 -0.22
N: -7.08 -1.16 0.17
C: -7.69 0.04 -0.07
H: -9.64 0.53 -0.92
H: -9.89 -2.17 -1.10
H: -7.60 -3.21 -0.11
H: -6.17 -1.27 0.58
H: -7.20 0.97 0.17
C: -3.97 8.51 2.68
C: -4.06 7.30 3.42
C: -3.43 6.33 2.69
N: -2.96 6.91 1.55
C: -3.28 8.24 1.53
H: -4.35 9.48 2.97
H: -4.54 7.16 4.38
H: -3.27 5.29 2.90
H: -2.45 6.43 0.83
H: -2.99 8.87 0.71
C: 5.85 -4.04 -0.16
C: 6.22 -4.78 -1.32
C: 5.11 -4.84 -2.13
N: 4.10 -4.16 -1.50
C: 4.54 -3.67 -0.30
H: 6.48 -3.81 0.69
H: 7.18 -5.22 -1.54
H: 4.97 -5.30 -3.10
H: 3.17 -4.05 -1.86
H: 3.89 -3.12 0.34
C: -0.57 8.18 5.17
C: 0.43 8.86 5.91
C: 0.94 9.84 5.11
N: 0.28 9.79 3.92
C: -0.64 8.77 3.94
H: -1.17 7.34 5.50
H: 0.75 8.64 6.92
H: 1.70 10.58 5.29
H: 0.44 10.40 3.14
H: -1.27 8.57 3.09
C: 3.62 -3.42 3.79
C: 3.58 -4.61 3.02
C: 4.70 -5.33 3.33
N: 5.41 -4.63 4.26
C: 4.76 -3.46 4.55
H: 2.89 -2.62 3.80
H: 2.82 -4.90 2.31
H: 5.05 -6.28 2.96
H: 6.28 -4.92 4.66
H: 5.16 -2.76 5.26
C: 3.76 -2.06 -6.04
C: 2.97 -2.22 -7.21
C: 2.03 -3.18 -6.95
N: 2.23 -3.62 -5.67
C: 3.28 -2.94 -5.11
H: 4.59 -1.39 -5.91
H: 3.07 -1.68 -8.14
H: 1.25 -3.59 -7.56
H: 1.69 -4.33 -5.21
H: 3.61 -3.14 -4.10
C: 3.82 2.99 -5.15
C: 3.71 4.38 -4.85
C: 2.55 4.56 -4.14
N: 1.96 3.33 -3.99
C: 2.73 2.38 -4.60
H: 4.61 2.51 -5.69
H: 4.40 5.16 -5.13
H: 2.11 5.44 -3.72
H: 1.10 3.16 -3.51
H: 2.43 1.34 -4.59
C: -1.15 -5.51 4.63
C: 0.23 -5.22 4.44
C: 0.94 -5.99 5.32
N: 0.04 -6.74 6.03
C: -1.23 -6.45 5.62
H: -1.98 -5.08 4.10
H: 0.66 -4.52 3.74
H: 2.00 -6.06 5.49
H: 0.28 -7.39 6.76
H: -2.08 -6.94 6.07

- Highest occupied orbital energy: -0.2955 hartree
- Total charge: 0
- Multiplicity: 1
- Orbital gap: 8.2 eV
- Energy: -2522.32734 Eh

---

(4)
DFT (the ωB97M-V functional and the def2-TZVPD basis) results for a molecular structure, C45H38FeN3P2 at a distorted geometry.

CARTESIAN COORDINATES (ANGSTROEM)
Fe: 0.79 0.59 0.69
C: 5.17 0.50 -0.23
C: 3.95 0.18 0.38
N: 2.88 0.95 0.29
C: 2.97 2.14 -0.38
C: 4.16 2.53 -1.03
C: 5.27 1.66 -0.95
C: 4.22 3.80 -1.66
C: 3.14 4.63 -1.59
C: 1.96 4.25 -0.91
C: 1.85 3.02 -0.32
N: 0.77 2.53 0.41
C: 0.24 3.25 1.49
C: -0.41 4.46 1.45
C: -0.80 5.10 2.65
C: -0.53 4.56 3.87
C: 0.13 3.31 3.96
C: 0.50 2.69 5.17
C: 1.16 1.49 5.15
C: 1.40 0.87 3.91
N: 1.07 1.41 2.76
C: 0.47 2.64 2.76
H: 6.01 -0.17 -0.12
H: 3.85 -0.73 0.96
H: 6.20 1.94 -1.43
H: 5.12 4.10 -2.18
H: 3.18 5.60 -2.06
H: 1.13 4.94 -0.86
H: -0.62 4.92 0.50
H: -1.31 6.05 2.59
H: -0.80 5.07 4.79
H: 0.27 3.17 6.11
H: 1.48 1.00 6.06
H: 1.89 -0.10 3.88
C: -0.67 -1.46 2.13
C: -1.34 -0.21 1.54
P: -1.67 -0.47 -0.28
C: -3.37 -1.10 -0.35
C: -4.37 -0.62 0.48
C: -5.67 -1.09 0.34
C: -5.97 -2.03 -0.64
C: -4.97 -2.52 -1.47
C: -3.67 -2.06 -1.32
C: -1.71 1.11 -1.18
C: -2.74 2.04 -1.07
C: -2.69 3.19 -1.84
C: -1.65 3.40 -2.74
C: -0.65 2.46 -2.88
C: -0.68 1.31 -2.10
C: 0.47 -1.97 1.21
P: -0.34 -2.61 -0.32
C: 0.73 -2.28 -1.73
C: 0.19 -2.46 -3.00
C: 0.94 -2.18 -4.13
C: 2.25 -1.71 -3.99
C: 2.80 -1.54 -2.73
C: 2.04 -1.83 -1.60
C: -0.45 -4.41 -0.13
C: 0.63 -5.22 -0.49
C: 0.52 -6.59 -0.35
C: -0.66 -7.15 0.14
C: -1.74 -6.34 0.48
C: -1.63 -4.97 0.34
H: -1.41 -2.26 2.26
H: -0.28 -1.23 3.12
H: -0.71 0.70 1.68
H: -2.27 0.03 2.05
H: -4.17 0.12 1.25
H: -6.45 -0.71 0.99
H: -6.98 -2.38 -0.75
H: -5.20 -3.26 -2.22
H: -2.89 -2.44 -1.97
H: -3.56 1.88 -0.38
H: -3.49 3.92 -1.75
H: -1.64 4.29 -3.34
H: 0.15 2.61 -3.59
H: 0.10 0.55 -2.23
H: 1.06 -2.76 1.67
H: 1.18 -1.15 0.96
H: -0.83 -2.83 -3.12
H: 0.52 -2.32 -5.11
H: 2.83 -1.49 -4.87
H: 3.82 -1.20 -2.62
H: 2.50 -1.73 -0.63
H: 1.54 -4.79 -0.89
H: 1.34 -7.23 -0.62
H: -0.75 -8.22 0.24
H: -2.65 -6.78 0.85
H: -2.48 -4.33 0.59

- Highest occupied orbital energy (alpha / beta): -0.4502 / -0.4512 hartree
- Total charge: +2
- Multiplicity: 6
- Orbital gap (alpha / beta): 7.2 / 5.2 eV
- Energy above the lowest of the compared OMol25 structures with the same formula, charge and spin: 32.7 kcal per mole
- Energy: -3847.76096 Eh

---

Question: Which value of multiplicity does entry 4 give?
Answer: 6